Computed, not measured: a structure of composition C18H24F4N2PdSbSe4, with ωB97M-V/def2-TZVPD.

Positions of all 54 atoms, in Å:
Pd: -0.47 1.36 0.34
C: -1.38 -2.27 0.47
C: -0.71 -1.90 -0.84
N: 0.38 -0.91 -0.76
C: 2.33 0.03 0.43
C: 1.56 -0.06 2.84
C: 0.71 -0.28 -2.03
C: -0.44 0.44 -2.71
N: -1.21 1.24 -1.78
C: -2.09 2.11 -2.30
C: -2.83 2.96 -1.45
F: -2.64 2.87 -0.12
C: -3.76 3.87 -1.89
F: -4.40 4.61 -0.96
C: -4.08 4.04 -3.23
C: -3.39 3.21 -4.09
F: -3.63 3.28 -5.41
C: -2.45 2.29 -3.66
F: -1.90 1.53 -4.65
H: -1.80 -3.28 0.37
H: -2.18 -1.58 0.71
H: -0.69 -2.27 1.31
H: -1.46 -1.49 -1.52
H: -0.29 -2.78 -1.33
H: 2.62 1.04 0.68
H: 2.94 -0.48 -0.31
H: 1.43 1.02 2.69
H: 2.46 -0.21 3.44
H: 0.69 -0.38 3.40
H: 1.10 -1.04 -2.72
H: 1.51 0.43 -1.82
H: -1.08 -0.29 -3.23
H: 0.02 1.02 -3.52
H: -4.80 4.76 -3.57
Se: -3.27 4.31 3.31
Sb: -1.09 3.09 2.60
Se: 1.05 3.16 -0.33
Se: -1.70 0.68 2.38
Se: 0.24 3.48 4.53
C: 2.05 -3.11 0.43
C: 2.22 -2.25 1.68
C: 1.55 -2.97 2.86
C: 3.73 -2.16 1.98
C: 1.71 -0.80 1.53
C: 0.88 -0.32 0.34
H: 2.64 -4.02 0.54
H: 2.39 -2.61 -0.48
H: 1.02 -3.41 0.28
H: 1.90 -4.00 2.89
H: 0.47 -2.99 2.78
H: 1.80 -2.51 3.81
H: 4.13 -3.17 2.13
H: 3.94 -1.58 2.87
H: 4.27 -1.71 1.15

Computed properties:
largest force on an atom: 0.5 eV Å⁻¹
net charge: -1
⟨S²⟩: 6.04
spin multiplicity: 5
frontier orbital gap (alpha / beta): 0.241 / 0.189 Ha



Computed, not measured: a structure of composition C33H30BaCl3F3GeNP2, with ωB97M-V/def2-TZVPD.

Positions of all 74 atoms, in Å:
Ba: -0.30 -1.63 -0.19
C: 2.71 2.13 0.60
C: 3.54 0.97 0.06
P: 2.83 -0.71 0.36
C: 2.79 -1.48 -1.30
C: 1.98 -0.88 -2.27
C: 1.78 -1.47 -3.52
C: 2.41 -2.67 -3.81
C: 3.23 -3.27 -2.86
C: 3.40 -2.69 -1.61
C: 4.12 -1.63 1.24
C: 5.46 -1.59 0.83
C: 6.42 -2.31 1.51
C: 6.06 -3.09 2.60
C: 4.73 -3.14 3.02
C: 3.77 -2.41 2.33
C: 1.54 2.55 -0.29
P: -0.02 1.62 -0.04
C: -1.19 2.51 -1.11
C: -2.21 3.32 -0.61
C: -3.11 3.93 -1.48
C: -2.99 3.74 -2.85
C: -1.97 2.94 -3.36
C: -1.08 2.33 -2.49
C: -0.54 2.00 1.66
C: -0.07 3.08 2.39
C: -0.53 3.31 3.68
C: -1.47 2.47 4.25
C: -1.95 1.38 3.53
C: -1.49 1.15 2.24
H: 3.37 3.00 0.72
H: 2.35 1.89 1.61
H: 4.52 0.97 0.55
H: 3.73 1.09 -1.01
H: 1.53 0.10 -2.07
H: 1.17 -0.98 -4.26
H: 2.29 -3.12 -4.79
H: 3.73 -4.20 -3.10
H: 4.04 -3.18 -0.88
H: 5.75 -0.99 -0.03
H: 7.45 -2.27 1.19
H: 6.81 -3.66 3.14
H: 4.46 -3.74 3.87
H: 2.74 -2.43 2.67
H: 1.80 2.44 -1.35
H: 1.31 3.61 -0.16
H: -2.31 3.47 0.46
H: -3.89 4.56 -1.08
H: -3.69 4.22 -3.52
H: -1.87 2.80 -4.43
H: -0.29 1.71 -2.90
H: 0.66 3.76 1.96
H: -0.15 4.16 4.24
H: -1.82 2.65 5.26
H: -2.70 0.73 3.97
H: -1.91 0.33 1.67
F: -7.17 1.51 0.08
C: -7.13 0.22 -0.27
F: -7.92 -0.47 0.55
F: -7.61 0.11 -1.51
C: -5.70 -0.28 -0.23
C: -4.75 0.33 -1.02
C: -3.45 -0.13 -0.96
N: -3.06 -1.14 -0.16
C: -4.00 -1.72 0.60
C: -5.33 -1.33 0.60
H: -5.00 1.15 -1.68
H: -2.68 0.35 -1.56
H: -3.67 -2.53 1.24
H: -6.05 -1.83 1.23
Cl: 0.42 -4.65 -1.63
Ge: -1.34 -5.14 -0.44
Cl: -0.66 -4.67 1.58
Cl: -1.83 -7.17 -0.62

Computed properties:
largest force on an atom: 0.4 eV Å⁻¹
net charge: +2
⟨S²⟩: 0.75
spin multiplicity: 2
frontier orbital gap (alpha / beta): 0.304 / 0.188 Ha



Computed, not measured: a structure of composition C35H38ClN3O2Ta, with ωB97M-V/def2-TZVPD.

Positions of all 80 atoms, in Å:
Ta: 0.12 -0.05 -0.94
C: 1.41 -1.99 -2.73
C: 0.60 -2.40 -3.77
C: -0.59 -2.94 -3.23
C: -0.53 -2.87 -1.85
C: 0.73 -2.29 -1.49
H: 2.40 -1.56 -2.79
H: 0.84 -2.35 -4.82
H: -1.40 -3.36 -3.82
H: -1.26 -3.25 -1.15
H: 1.25 -2.53 -0.58
Cl: -5.72 0.80 -5.52
C: -4.20 0.63 -4.71
C: -3.25 -0.27 -5.19
C: -2.03 -0.41 -4.57
C: -1.77 0.31 -3.41
O: -0.67 0.22 -2.68
C: -2.72 1.22 -2.92
C: -2.43 1.97 -1.72
N: -1.45 1.75 -0.89
C: -1.35 2.60 0.22
C: -2.38 3.19 0.90
C: -2.14 3.99 2.04
C: -0.86 4.17 2.48
C: 0.23 3.58 1.79
C: 1.57 3.76 2.18
C: 2.56 3.23 1.40
C: 2.21 2.49 0.26
N: 0.97 2.25 -0.11
C: -0.02 2.80 0.65
C: -3.93 1.39 -3.59
H: -3.48 -0.85 -6.08
H: -1.27 -1.07 -4.95
H: -3.09 2.82 -1.55
H: -3.40 3.03 0.57
H: -2.97 4.44 2.55
H: -0.66 4.78 3.36
H: 1.80 4.33 3.07
H: 3.60 3.36 1.66
H: 2.97 2.09 -0.38
H: -4.65 2.11 -3.24
C: -0.71 -2.27 2.37
C: -0.12 -1.04 3.07
C: -0.89 0.23 2.69
C: 1.39 -0.97 2.83
C: 2.22 -1.25 3.90
C: 3.60 -1.30 3.75
C: 4.16 -1.12 2.50
C: 3.37 -0.86 1.39
C: 4.05 -0.79 0.03
C: 4.38 -2.21 -0.45
C: 5.32 0.07 0.05
C: 1.97 -0.75 1.56
N: 1.16 -0.47 0.47
H: -1.75 -2.41 2.67
H: -0.16 -3.17 2.64
H: -0.67 -2.15 1.29
H: -0.24 -1.18 4.14
H: -1.12 0.24 1.62
H: -0.33 1.13 2.93
H: -1.84 0.26 3.22
H: 1.78 -1.44 4.87
H: 4.23 -1.50 4.61
H: 5.23 -1.22 2.38
H: 3.36 -0.36 -0.70
H: 4.99 -2.72 0.29
H: 4.92 -2.19 -1.39
H: 3.46 -2.79 -0.59
H: 6.16 -0.47 0.48
H: 5.18 0.98 0.64
H: 5.60 0.36 -0.96
C: -4.33 -1.17 0.98
C: -3.51 -0.28 0.08
O: -2.38 -0.99 -0.48
H: -5.10 -0.58 1.47
H: -3.70 -1.62 1.75
H: -4.82 -1.97 0.42
H: -3.10 0.55 0.64
H: -4.12 0.12 -0.74
H: -2.70 -1.81 -0.87

Computed properties:
largest force on an atom: 2.3 eV Å⁻¹
net charge: +1
spin multiplicity: 1
frontier orbital gap: 0.218 Ha